No. 1
This record from OMol25 describes a structure of composition C37H33HfN7O3Se4. The level of theory is ωB97M-V/def2-TZVPD.

Summary:
total charge = +1
F_max = 0.89 eV/A
electronic energy = -318167.2429 eV
⟨S²⟩ = 0.76
gap between HOMO and LUMO (spin up / spin down) = 6.668 / 6.312 eV
multiplicity = 2

Structure (XYZ):
```
85
C37H33HfN7O3Se4 | OMol25 | ωB97M-V/def2-TZVPD
Hf 0.189 -0.869 0.147
C 2.398 -4.474 -1.021
C 1.267 -3.520 -1.238
O 1.363 -2.391 -0.596
C 0.230 -3.776 -2.080
C -0.777 -2.814 -2.376
C -1.782 -3.187 -3.426
N -0.853 -1.650 -1.769
N -1.949 -0.899 -2.205
C -2.197 0.057 -1.383
O -1.432 0.270 -0.323
C -3.423 0.869 -1.555
C -4.260 0.629 -2.646
C -5.418 1.370 -2.810
C -5.751 2.349 -1.882
C -4.927 2.579 -0.791
C -3.765 1.843 -0.625
H 3.245 -4.185 -1.650
H 2.119 -5.493 -1.276
H 2.717 -4.420 0.020
H 0.194 -4.720 -2.601
H -1.503 -4.121 -3.907
H -1.877 -2.396 -4.167
H -2.767 -3.299 -2.969
H -3.988 -0.136 -3.359
H -6.062 1.185 -3.659
H -6.656 2.929 -2.009
H -5.193 3.338 -0.066
H -3.111 2.001 0.223
Se 0.868 -3.127 2.494
Se -0.038 -0.363 2.893
C 1.189 1.020 2.527
C 1.814 1.787 3.503
C 2.754 2.718 3.104
C 3.047 2.842 1.753
C 2.350 2.059 0.852
N 1.432 1.165 1.221
C -0.920 -3.314 1.932
C -1.755 -4.314 2.427
C -3.060 -4.383 1.988
C -3.520 -3.434 1.081
C -2.645 -2.471 0.635
N -1.361 -2.413 1.032
H 1.566 1.642 4.545
H 3.260 3.333 3.837
H 3.784 3.548 1.398
H 2.545 2.148 -0.207
H -1.364 -5.011 3.154
H -3.720 -5.156 2.359
H -4.539 -3.437 0.724
H -2.969 -1.724 -0.073
Se -0.586 3.051 -1.544
Se -0.114 4.366 0.325
C -1.615 3.860 1.441
C -2.738 4.674 1.432
C -3.803 4.338 2.252
C -3.709 3.199 3.029
C -2.539 2.452 2.966
N -1.501 2.776 2.200
C 0.969 1.941 -1.990
C 1.723 2.523 -3.003
C 2.721 1.806 -3.642
C 2.925 0.500 -3.254
C 2.135 -0.017 -2.242
N 1.182 0.669 -1.595
H -2.772 5.543 0.789
H -4.694 4.953 2.274
H -4.517 2.890 3.677
H -2.423 1.554 3.562
H 1.507 3.541 -3.289
H 3.299 2.260 -4.435
H 3.665 -0.132 -3.725
H 2.237 -1.054 -1.954
O 2.753 -0.956 1.115
N 4.016 -0.732 1.188
C 4.782 -0.651 0.078
C 6.135 -0.399 0.166
C 6.729 -0.224 1.404
C 5.929 -0.317 2.534
C 4.583 -0.568 2.408
H 4.248 -0.806 -0.845
H 6.711 -0.344 -0.746
H 7.788 -0.028 1.489
H 6.341 -0.194 3.525
H 3.885 -0.655 3.227
```



No. 2
This record from OMol25 describes a cluster of 2 separate species, C2HBrCl2F2 in total in a non-equilibrium geometry. The level of theory is ωB97M-V/def2-TZVPD.

Summary:
F_max = 4.07 eV/A
electronic energy = -102610.0304 eV
gap between HOMO and LUMO (spin up / spin down) = 7.869 / 7.870 eV

Structure (XYZ):
```
8
C2HBrCl2F2 | OMol25 | ωB97M-V/def2-TZVPD
C 0.398 0.600 -0.198
C -0.324 -0.405 0.569
F -0.298 -0.084 1.833
F 0.069 -1.637 0.373
Cl -0.103 -0.294 -2.545
Cl -2.142 -0.330 0.087
Br 2.227 0.512 0.010
H 0.174 1.637 -0.129
```